# C4H7F2LiN2O3S2

A structure of composition C4H7F2LiN2O3S2 (ωB97M-V/def2-TZVPD, OMol25).

The molecular weight comes out at 240.18 g mol⁻¹. As for the charge: -2. As for the spin multiplicity: 1. The energy above the lowest of the compared OMol25 structures with the same formula, charge and spin is 13.4 kcal per mole. The HOMO-LUMO gap comes out at 0.1894 hartree. The value obtained for the highest occupied orbital energy is -0.47 eV.

Atoms and positions in Å:
Li (-0.8917, 2.0326, -1.0212)
F (-4.0151, 2.6368, -1.4402)
C (-3.0232, 2.4270, -0.4009)
F (-3.6987, 1.4474, 0.4287)
H (-3.1944, 3.3374, 0.2140)
O (2.3772, 1.3129, -3.0051)
S (1.4911, 2.2927, -2.3775)
O (0.0542, 1.9066, -2.5698)
O (1.7262, 3.6561, -2.8488)
S (1.6936, 2.2250, -0.3061)
C (1.8866, -1.9068, 0.7692)
N (0.4479, -1.9698, 0.9705)
C (-0.0829, -3.0767, 1.7334)
C (-0.1910, -0.7949, 1.0257)
N (-0.6654, 0.2477, 0.9133)
H (2.2086, -2.7729, 0.1870)
H (2.4247, -1.8990, 1.7263)
H (2.1283, -0.9951, 0.2213)
H (0.1515, -4.0152, 1.2254)
H (-1.1637, -2.9774, 1.8056)
H (0.3363, -3.1145, 2.7492)